Entry 1:
52
Properties=species:S:1:pos:R:3:forces:R:3:mulliken_spin:R:1 method="wB97M-V/def2-TZVPD" spin_multiplicity=2 orbital_gap_ev="5.944 / 5.719" total_charge=-1 s_squared=0.76 homo_ev="-5.2 / -5.3"
Sc -0.500 0.312 -0.483 0.28 1.50 -0.55 0.01
O 3.182 6.134 1.573 0.79 0.39 -0.50 0.00
C 2.160 5.762 2.141 -0.54 -0.99 -0.58 0.00
O 1.594 6.129 3.166 -0.50 0.37 0.81 0.00
C 1.469 4.510 1.446 0.38 0.35 0.39 0.00
C 0.397 3.880 2.058 -0.09 -0.33 -0.39 -0.01
C -0.073 2.684 1.526 0.32 0.45 -0.12 -0.01
N 0.471 2.133 0.429 0.20 0.21 0.29 -0.01
C 1.514 2.739 -0.164 -0.17 0.41 0.39 0.00
C 2.033 3.937 0.316 -0.39 -0.28 -0.09 0.00
C 2.126 1.997 -1.280 0.20 -0.31 -0.34 0.01
C 2.993 2.588 -2.200 -0.16 -0.15 0.12 0.00
C 3.571 1.799 -3.177 -0.10 -0.08 0.18 0.00
C 3.302 0.438 -3.188 -0.06 0.05 0.07 0.00
C 2.406 -0.063 -2.258 0.05 -0.12 -0.02 0.00
N 1.809 0.694 -1.341 0.09 0.42 0.09 0.00
C -1.157 1.908 2.158 -0.30 -0.30 0.17 0.02
C -2.110 2.497 2.984 0.16 -0.14 -0.11 0.01
C -3.124 1.716 3.507 0.21 -0.11 -0.09 0.00
C -3.121 0.354 3.248 0.08 0.06 -0.04 0.00
C -2.133 -0.156 2.419 -0.06 -0.14 0.09 0.00
N -1.191 0.596 1.857 0.03 0.31 0.14 0.00
H -0.018 4.336 2.945 0.05 -0.03 0.10 0.00
H 2.877 4.437 -0.135 0.12 -0.03 0.04 0.00
H 3.191 3.645 -2.160 0.00 0.12 0.04 0.00
H 4.223 2.241 -3.915 0.06 0.01 -0.04 0.00
H 3.755 -0.209 -3.923 -0.02 -0.10 0.00 0.00
H 2.134 -1.113 -2.249 -0.02 0.07 -0.05 0.00
H -2.076 3.556 3.178 0.01 0.13 -0.02 0.00
H -3.904 2.166 4.104 -0.03 0.00 0.06 0.00
H -3.888 -0.287 3.655 0.02 -0.11 -0.02 0.00
H -2.100 -1.215 2.179 -0.09 0.10 -0.07 0.00
S -3.154 2.901 -3.867 -0.17 0.09 -0.24 0.68
Sb -2.915 0.908 -2.725 0.29 0.25 0.09 0.13
S -0.592 0.338 -3.034 -0.43 0.05 0.30 0.09
S -2.782 1.576 -0.439 0.19 -0.39 -0.50 0.08
O 0.550 -1.452 0.228 0.42 -0.14 0.01 0.00
C -0.419 -2.106 -0.236 -0.18 -0.45 0.23 0.00
O -1.463 -1.506 -0.606 -0.69 -1.00 0.13 0.00
C -0.347 -3.590 -0.323 0.20 -0.24 0.04 0.00
C 0.725 -4.263 0.258 -0.24 0.11 -0.11 0.00
C 0.764 -5.647 0.239 0.04 0.02 0.00 0.00
C -0.252 -6.365 -0.361 -0.35 -0.07 -0.21 0.00
C -1.304 -5.681 -0.966 1.12 0.77 0.68 0.00
C -1.358 -4.295 -0.956 -0.21 -0.18 -0.07 0.00
N -2.359 -6.429 -1.588 -0.91 -0.62 -0.52 0.00
O -3.267 -5.813 -2.116 0.22 -0.15 0.11 0.00
O -2.288 -7.649 -1.546 -0.06 0.20 -0.05 0.00
H 1.505 -3.682 0.727 0.06 0.04 0.05 0.00
H 1.587 -6.169 0.698 0.10 -0.09 0.07 0.00
H -0.263 -7.444 -0.375 0.07 0.00 0.01 0.00
H -2.178 -3.773 -1.427 -0.03 0.05 0.03 0.00


Entry 2:
45
Properties=species:S:1:pos:R:3:forces:R:3:lowdin_charge:R:1 method="wB97M-V/def2-TZVPD" spin_multiplicity=1 orbital_gap_ev=1.795 total_charge=+2 homo_ev=-14.3
Rb 11.353 -2.557 30.821 0.18 -0.37 -0.47 1.04
In 9.263 2.162 31.665 0.21 -1.18 -0.02 1.27
N 11.185 0.270 28.352 1.86 2.39 1.19 -0.58
O 10.632 0.850 29.332 -0.43 -0.36 -0.50 0.03
O 11.402 -0.903 28.449 -0.60 -2.55 0.07 0.06
O 11.719 0.915 27.480 -0.83 0.63 -0.53 0.23
B 10.187 -0.478 32.466 -0.27 1.64 -0.21 -0.61
H 9.827 0.119 33.290 -1.48 2.15 3.52 -0.10
H 10.429 -1.463 32.835 0.53 -3.71 1.60 -0.08
H 9.432 -0.443 31.696 -3.05 -0.58 -3.32 -0.08
H 11.075 0.016 32.103 3.78 1.70 -1.53 -0.06
C 8.168 -0.805 26.356 -0.67 -0.71 -3.51 -0.10
C 7.786 -2.097 26.961 1.21 1.94 1.13 -0.25
O 7.375 -1.570 28.256 -0.83 -0.93 0.70 0.15
C 7.835 -0.305 28.451 -1.30 1.38 3.81 -0.50
O 7.720 0.392 29.503 0.47 -2.93 -3.48 0.03
O 8.376 0.114 27.354 1.16 1.85 -0.09 0.12
F 8.907 -2.815 27.160 0.27 -1.22 0.44 0.08
H 7.280 -0.608 25.755 0.02 1.16 -0.10 0.16
H 9.002 -0.893 25.660 0.15 0.17 0.32 0.17
H 7.077 -2.607 26.310 -0.38 -0.48 1.08 0.19
C 9.924 -1.008 36.788 0.91 1.12 -1.47 0.02
C 9.593 -1.004 38.091 -1.00 -0.75 0.42 -0.03
C 9.484 0.195 38.764 -0.80 0.48 1.43 0.07
C 9.544 1.461 38.170 1.31 1.24 -0.86 -0.01
C 9.940 1.496 36.812 -1.48 -0.85 0.96 -0.05
C 10.058 0.260 36.139 0.99 0.12 -0.01 0.10
C 9.971 2.752 36.031 0.13 0.92 -1.42 -0.24
O 9.949 2.714 34.788 0.24 0.12 1.56 0.03
C 10.009 4.050 36.780 -0.31 1.17 0.90 -0.04
C 10.372 5.308 36.164 1.56 0.01 2.32 0.08
C 10.525 6.488 37.003 -0.93 -2.88 -1.84 -0.01
C 10.077 6.404 38.293 -0.63 1.71 1.06 -0.03
C 9.629 5.251 38.943 0.26 -0.97 -1.83 0.06
C 9.676 4.079 38.180 -0.03 -1.32 -0.11 -0.06
C 9.419 2.784 38.970 -0.12 -0.51 0.72 -0.21
O 9.208 2.769 40.182 0.34 0.01 -2.44 0.14
H 10.233 -1.887 36.242 -0.52 -0.18 -0.06 0.13
H 9.252 -1.898 38.592 0.66 -0.22 0.23 0.14
H 9.294 0.094 39.823 -0.13 0.47 0.21 0.14
H 10.374 0.289 35.107 -0.20 -0.03 -0.10 0.09
H 10.946 5.341 35.250 -0.71 -0.25 -0.58 0.12
H 10.915 7.378 36.532 -0.09 0.15 0.30 0.12
H 9.977 7.344 38.816 0.32 0.07 0.37 0.13
H 9.232 5.170 39.944 0.23 0.39 0.13 0.14


Entry 3:
16
Properties=species:S:1:pos:R:3:forces:R:3:lowdin_charge:R:1 method="wB97M-V/def2-TZVPD" spin_multiplicity=1 orbital_gap_ev=8.323 total_charge=0 homo_ev=-8.2
C -0.110 0.115 1.826 -0.04 0.05 0.19 -0.07
C 0.776 -0.146 -0.792 -0.11 0.12 -0.69 -0.05
C 0.572 1.313 -0.829 -0.03 0.00 0.04 -0.16
C -0.398 -0.950 -1.123 0.42 -0.01 -0.01 -0.34
O -1.662 -0.299 -1.134 -0.33 -0.09 -0.07 -0.09
C 1.114 -0.650 1.548 0.80 -0.67 0.80 -0.33
N 2.073 -1.290 1.650 -0.76 0.49 -0.13 0.15
H -0.922 -0.016 1.104 0.27 -0.06 0.12 0.07
H -0.439 -0.242 2.801 -0.17 0.14 0.02 0.09
H 0.131 1.177 1.894 -0.05 -0.12 0.02 0.09
H 1.350 1.874 -0.299 -0.09 -0.15 -0.16 0.08
H -0.428 1.718 -0.628 0.08 -0.08 -0.04 0.08
H 0.771 1.464 -1.906 0.01 0.09 -0.01 0.11
H -0.077 -1.257 -2.140 -0.12 -0.03 -0.02 0.14
H -0.427 -1.880 -0.533 0.12 0.20 -0.13 0.13
H -2.325 -0.929 -1.440 0.01 0.12 0.06 0.09